C7H17BaF3NO14S3 as an isolated structure in a non-equilibrium geometry. Source: the OMol25 dataset; level of theory: wB97M-V/def2-TZVPD.

Results
HOMO in eV: 1.9
Molecular weight in g/mol: 629.729
DFT total energy in Eh: -2904.701005
HOMO-LUMO gap in Ha: 0.1226
Energy relative to the best compared isomer or geometry (same formula, charge and spin) in kcal/mol: 41.4
Charge: -3
LUMO in eV: 5.2595
F_max in eV/A: 5.4

```
46
C7H17BaF3NO14S3 (wB97M-V/def2-TZVPD)
Ba 15.609 -3.772 0.648
S 16.991 -6.094 2.567
S 14.204 -3.050 4.146
S 18.076 -1.397 0.919
F 11.662 -3.718 3.860
F 11.818 -1.668 4.568
F 12.145 -3.344 5.919
O 15.864 -6.081 1.600
O 16.657 -1.213 1.198
O 18.225 -2.763 0.494
O 18.433 -0.448 -0.087
O 14.750 -4.110 4.964
O 16.618 -6.062 3.968
O 14.197 -3.253 2.691
O 17.714 -4.846 2.248
O 18.755 -1.228 2.213
O 16.748 -5.174 -1.829
O 17.852 -7.269 2.352
O 14.060 -5.895 -0.398
O 14.850 -1.787 4.413
O 13.334 -2.167 0.015
N 15.640 -2.092 -1.627
C 12.217 -1.826 0.764
C 14.827 -0.006 -2.581
C 14.719 -0.959 -1.412
C 16.113 -6.431 -1.781
C 12.267 -2.901 4.675
C 14.553 -6.404 -1.610
C 13.359 -1.453 -1.307
H 16.566 -1.714 -1.764
H 16.231 -6.986 -2.712
H 17.678 -5.324 -2.016
H 11.349 -2.063 0.148
H 12.509 -0.778 -1.411
H 12.028 -0.765 0.925
H 16.655 -7.060 -1.074
H 12.146 -2.405 1.685
H 15.083 -0.397 -0.552
H 14.268 -5.760 -2.442
H 15.461 -2.636 -2.459
H 15.791 0.097 -3.080
H 14.152 -7.382 -1.876
H 13.043 -2.285 -1.936
H 14.128 -0.195 -3.395
H 14.365 0.930 -2.266
H 14.154 -6.596 0.251
```